This record from the Open Molecules 2025 dataset describes 12 unconnected molecules or ions with the total composition C68H101F10N15O21S10. The level of theory is ωB97M-V/def2-TZVPD.

Results
- Lowest unoccupied orbital energy (alpha / beta): -8.77 / -8.53 eV
- <S²>: 0.77
- E_HOMO (alpha / beta): -11.22 / -12.03 eV
- Frontier orbital gap (alpha / beta): 2.45 / 3.50 eV

```
! RIJCOSX wB97M-V def2-TZVPD def2/J DEFGRID3
* xyz 3 2
C -9.862 -7.084 6.362
C -10.560 -7.181 4.982
O -11.915 -6.804 4.864
H -10.449 -7.597 7.124
H -9.835 -6.016 6.579
H -8.792 -7.282 6.311
H -10.253 -8.122 4.524
H -9.946 -6.610 4.286
C -11.022 -10.943 5.988
N -9.759 -11.372 6.568
C -9.787 -12.016 7.747
C -8.558 -12.251 8.472
C -7.368 -11.702 8.003
C -7.412 -11.025 6.814
C -8.601 -10.791 6.173
C -6.109 -11.900 8.712
C -5.377 -10.772 9.116
C -4.164 -10.942 9.789
N -3.707 -12.208 10.022
C -4.487 -13.297 9.830
C -5.664 -13.190 9.098
C -2.358 -12.351 10.719
H -11.036 -9.855 5.919
H -11.958 -11.249 6.454
H -10.801 -11.371 5.010
H -10.700 -12.469 8.103
H -8.598 -12.726 9.442
H -6.487 -10.577 6.481
H -8.797 -10.150 5.326
H -5.830 -9.857 8.763
H -3.412 -10.199 10.014
H -3.845 -14.157 9.949
H -6.259 -14.072 8.917
H -1.742 -11.461 10.594
H -1.819 -13.187 10.273
H -2.538 -12.476 11.787
C -18.450 -14.519 6.649
N -17.423 -13.483 7.065
C -16.099 -13.715 6.925
C -15.193 -12.693 7.303
C -15.630 -11.478 7.798
C -16.973 -11.365 8.038
C -17.835 -12.349 7.653
C -14.703 -10.353 7.973
C -14.180 -9.997 9.219
C -13.552 -8.734 9.452
N -13.315 -7.929 8.342
C -13.760 -8.246 7.158
C -14.393 -9.483 6.938
C -12.657 -6.641 8.545
H -19.396 -14.036 6.404
H -18.536 -15.021 7.613
H -18.187 -15.249 5.885
H -15.764 -14.663 6.532
H -14.187 -12.995 7.050
H -17.310 -10.439 8.479
H -18.899 -12.292 7.828
H -14.249 -10.711 10.027
H -13.087 -8.484 10.394
H -13.564 -7.699 6.248
H -14.695 -9.724 5.930
H -13.258 -5.867 9.022
H -12.212 -6.278 7.618
H -11.781 -6.848 9.161
C -12.637 -8.492 1.429
N -14.073 -8.247 1.670
C -15.119 -8.932 1.122
C -16.437 -8.767 1.572
C -16.702 -7.865 2.528
C -15.604 -7.143 3.075
C -14.314 -7.236 2.606
C -18.081 -7.787 3.115
C -19.204 -7.343 2.423
C -20.368 -7.084 3.163
N -20.498 -7.450 4.463
C -19.400 -7.853 5.165
C -18.211 -8.046 4.475
C -21.816 -7.374 5.078
H -12.527 -8.552 0.346
H -12.439 -9.454 1.900
H -11.968 -7.677 1.705
H -14.844 -9.739 0.460
H -17.278 -9.378 1.281
H -15.788 -6.391 3.828
H -13.445 -6.752 3.027
H -19.110 -6.999 1.404
H -21.276 -6.755 2.681
H -19.604 -8.114 6.193
H -17.372 -8.373 5.071
H -21.828 -8.063 5.923
H -22.586 -7.625 4.348
H -21.889 -6.314 5.319
C -12.907 -4.275 -0.836
N -13.404 -4.241 0.631
C -14.760 -4.169 0.869
C -15.153 -3.908 2.140
C -14.173 -3.796 3.174
C -12.802 -4.025 2.929
C -12.409 -4.339 1.665
C -14.551 -3.412 4.564
C -15.607 -2.553 4.716
C -16.142 -2.286 5.984
N -15.580 -2.876 7.082
C -14.595 -3.827 6.972
C -14.052 -4.013 5.720
C -16.210 -2.663 8.356
H -13.724 -3.878 -1.440
H -12.736 -5.316 -1.110
H -11.975 -3.721 -0.942
H -15.465 -4.059 0.058
H -16.222 -3.897 2.291
H -12.084 -3.892 3.725
H -11.428 -4.626 1.314
H -16.137 -2.121 3.880
H -17.034 -1.701 6.157
H -14.373 -4.409 7.854
H -13.529 -4.952 5.619
H -16.567 -1.634 8.406
H -15.426 -2.706 9.112
H -17.065 -3.317 8.526
C -3.501 -0.951 11.326
C -4.669 -1.894 11.564
C -5.374 -2.579 10.309
N -6.528 -3.620 10.617
C -7.123 -4.061 9.249
C -6.310 -5.072 8.357
C -5.811 -6.243 9.204
C -5.132 -5.766 10.541
C -6.089 -4.909 11.418
C -7.635 -2.852 11.344
H -3.344 -0.328 12.206
H -3.605 -0.465 10.356
H -2.609 -1.571 11.234
H -5.486 -1.375 12.064
H -4.333 -2.528 12.384
H -4.626 -2.982 9.626
H -5.820 -1.789 9.705
H -7.303 -3.192 8.618
H -8.141 -4.425 9.390
H -5.574 -4.388 7.936
H -6.770 -5.565 7.501
H -5.080 -6.728 8.558
H -6.558 -7.021 9.360
H -4.285 -5.135 10.270
H -4.580 -6.552 11.055
H -5.524 -4.586 12.292
H -6.937 -5.407 11.889
H -7.234 -2.660 12.339
H -8.585 -3.368 11.486
H -7.831 -1.926 10.804
C -5.507 -5.236 2.104
C -6.288 -4.501 3.196
C -7.032 -3.165 2.723
N -8.268 -2.772 3.457
C -7.785 -1.907 4.732
C -8.862 -1.068 5.493
C -9.631 -0.133 4.390
C -10.099 -0.955 3.127
C -8.997 -1.793 2.482
C -9.208 -3.959 3.871
H -4.576 -4.746 1.817
H -6.121 -5.204 1.204
H -5.199 -6.215 2.472
H -5.704 -4.351 4.105
H -7.116 -5.143 3.496
H -7.446 -3.313 1.725
H -6.338 -2.331 2.619
H -7.100 -1.211 4.247
H -7.160 -2.543 5.359
H -8.389 -0.445 6.252
H -9.563 -1.793 5.908
H -8.911 0.645 4.139
H -10.466 0.376 4.873
H -10.303 -0.234 2.335
H -11.054 -1.473 3.211
H -8.207 -1.108 2.176
H -9.446 -2.268 1.610
H -9.613 -4.549 3.049
H -10.090 -3.493 4.310
H -8.797 -4.379 4.789
N -8.277 -10.912 2.975
S -8.458 -9.686 2.198
O -9.768 -9.170 1.752
O -7.308 -9.444 1.296
F -8.084 -8.730 3.385
S -9.278 -11.813 1.960
O -8.863 -12.134 0.553
O -10.749 -11.617 2.107
F -9.147 -13.320 2.669
N -10.222 -1.694 9.449
S -11.037 -1.191 10.655
O -10.963 -1.942 11.875
O -12.128 -0.298 10.388
F -9.890 -0.124 11.007
S -11.287 -2.994 9.275
O -12.631 -2.734 8.824
O -11.010 -4.210 10.044
F -10.660 -3.493 7.819
N -9.183 -4.625 0.282
S -9.190 -6.107 0.057
O -8.075 -6.816 -0.481
O -10.548 -6.589 -0.238
F -9.113 -6.604 1.613
S -8.512 -4.121 -1.143
O -9.195 -4.460 -2.373
O -7.058 -4.197 -1.210
F -8.843 -2.530 -0.891
N -10.340 -8.353 11.246
S -9.128 -7.978 10.592
O -8.974 -8.570 9.278
O -7.944 -7.921 11.456
F -9.406 -6.387 10.434
S -10.167 -9.997 11.244
O -8.790 -10.500 11.479
O -11.205 -10.839 10.564
F -10.698 -10.252 12.722
N -4.573 -8.956 6.460
S -4.965 -7.876 5.549
O -4.807 -8.173 4.133
O -5.001 -6.505 6.068
F -6.515 -8.222 5.524
S -2.879 -8.764 6.321
O -2.346 -7.565 6.912
O -2.292 -9.308 5.069
F -2.435 -9.849 7.436
*
```



This record from the Open Molecules 2025 dataset describes 16 unconnected molecules or ions with the total composition C3H35NO17. The level of theory is ωB97M-V/def2-TZVPD.

Results
- Lowest unoccupied orbital energy (alpha / beta): -4.70 / -9.25 eV
- <S²>: 0.77
- Energy relative to the best compared isomer or geometry (same formula, charge and spin): 106.5 kcal/mol
- E_HOMO (alpha / beta): -13.97 / -13.97 eV
- Frontier orbital gap (alpha / beta): 9.27 / 4.72 eV

```
! RIJCOSX wB97M-V def2-TZVPD def2/J DEFGRID3
* xyz 1 2
O -0.023 1.761 -0.954
C 0.184 0.529 -0.494
N -0.009 -0.446 -1.307
C 0.161 -1.816 -1.214
O -0.690 -2.611 -1.471
C 0.389 0.425 0.993
H -2.121 0.578 -3.067
H 1.188 -2.151 -1.248
H -0.474 -0.061 1.373
H 1.350 0.130 1.216
H 0.470 1.480 1.453
H 3.664 0.506 -0.229
H 3.672 1.340 1.008
O 3.901 0.574 0.632
H -0.183 0.759 -3.467
H 0.209 -0.619 -3.929
O 0.092 0.229 -4.091
H 3.930 -2.191 -1.254
H 2.816 -2.822 -1.927
O 3.405 -2.063 -2.045
H -0.991 -3.082 1.271
H -1.771 -3.570 -0.041
O -1.808 -3.138 0.797
H -2.747 1.856 2.308
H -3.128 0.398 2.513
O -2.899 1.244 3.038
H 0.075 0.891 3.815
H -1.480 0.326 3.662
O -0.531 0.184 3.608
H 3.422 -0.318 -2.478
H 2.704 1.136 -2.146
O 3.452 0.556 -2.016
H -1.865 -1.353 -2.259
H -2.360 -2.071 -3.562
O -2.426 -1.258 -3.094
H 4.433 -1.227 0.592
H 3.338 -1.799 1.548
O 3.934 -2.041 0.739
H -1.847 3.621 1.286
H -1.019 2.556 0.384
O -1.846 2.780 0.964
H 0.857 -2.404 3.345
H -0.007 -1.243 3.147
O 0.545 -1.883 2.802
H 1.853 3.546 2.368
H 2.732 3.578 1.170
O 2.280 3.064 1.774
H -3.282 2.105 0.210
H -3.833 0.759 -0.352
O -3.800 1.541 -0.622
H -2.827 1.493 -1.874
H -0.830 1.932 -1.792
O -2.043 1.224 -2.453
H -3.014 -1.720 0.203
H -2.205 -0.469 0.542
O -2.995 -0.741 0.624
*
```



This record from the Open Molecules 2025 dataset describes 8 unconnected molecules or ions with the total composition C41H80Cl14NO7P. The level of theory is ωB97M-V/def2-TZVPD.

Results
- Lowest unoccupied orbital energy: 0.42 eV
- Energy relative to the best compared isomer or geometry (same formula, charge and spin): 14.1 kcal/mol
- SMILES: [H]/N=C/C[C@H](CCCOC(C)=O)OCCO[C@H](CC[C@@H](C)CCC=C(C)C)CCP(=O)(OCC)OCC.ClCCCl.ClCCCl.ClCCCl.ClCCCl.ClCCCl.ClCCCl.ClCCCl
- E_HOMO: -6.86 eV
- Frontier orbital gap: 7.28 eV

```
! RIJCOSX wB97M-V def2-TZVPD def2/J DEFGRID3
* xyz 0 1
H -0.101 -5.754 4.599
N -0.005 -4.739 4.618
C -0.303 -4.280 5.772
C -0.218 -2.797 5.994
C -1.449 -1.969 5.519
C -2.764 -2.727 5.361
C -2.937 -3.488 4.040
C -4.407 -3.680 3.636
O -4.866 -5.039 3.795
C -4.558 -5.849 2.767
C -5.353 -7.129 2.671
O -3.671 -5.610 1.939
O -1.147 -1.225 4.342
C -0.565 0.010 4.696
C -0.015 0.704 3.463
O 0.526 1.943 3.908
C 1.518 2.425 3.023
C 2.267 3.623 3.596
C 3.792 3.554 3.356
C 4.241 4.092 1.999
C 4.174 5.629 1.948
C 5.687 3.673 1.669
C 5.786 2.192 1.248
C 5.250 2.030 -0.179
C 4.752 0.819 -0.622
C 3.269 0.651 -0.880
C 5.626 -0.379 -0.842
C 0.955 2.751 1.629
C -0.438 3.391 1.657
P -1.288 3.144 0.078
O -1.186 1.716 -0.291
O -2.796 3.626 0.270
C -3.772 2.586 0.427
C -4.275 2.087 -0.929
O -0.683 4.111 -1.036
C 0.466 3.580 -1.727
C 0.093 2.783 -2.983
H -0.580 -4.984 6.563
H -0.031 -2.565 7.043
H 0.633 -2.456 5.406
H -1.623 -1.227 6.305
H -3.551 -1.965 5.393
H -2.936 -3.353 6.240
H -2.561 -4.498 4.200
H -2.339 -3.087 3.227
H -5.000 -3.094 4.336
H -4.595 -3.345 2.620
H -6.028 -7.052 1.819
H -4.670 -7.942 2.436
H -5.880 -7.379 3.589
H 0.263 -0.103 5.405
H -1.320 0.682 5.119
H 0.710 0.099 2.916
H -0.875 0.937 2.826
H 2.259 1.620 2.907
H 1.920 4.577 3.194
H 2.126 3.683 4.677
H 4.124 2.527 3.517
H 4.273 4.183 4.110
H 3.650 3.713 1.162
H 4.671 6.039 2.830
H 4.643 6.002 1.041
H 3.128 5.940 1.972
H 6.383 3.925 2.473
H 5.968 4.260 0.793
H 5.110 1.624 1.883
H 6.827 1.865 1.363
H 5.243 2.897 -0.847
H 2.908 1.156 -1.786
H 3.032 -0.408 -0.987
H 2.712 1.028 -0.026
H 5.897 -0.449 -1.897
H 5.139 -1.317 -0.554
H 6.550 -0.312 -0.261
H 0.916 1.819 1.059
H 1.607 3.409 1.058
H -0.318 4.465 1.835
H -1.070 3.035 2.469
H -4.625 3.006 0.958
H -3.413 1.756 1.035
H -4.064 2.863 -1.662
H -5.345 1.888 -0.868
H -3.797 1.167 -1.257
H 1.007 2.888 -1.084
H 1.172 4.373 -1.967
H -0.902 2.378 -2.811
H 0.142 3.385 -3.886
H 0.763 1.928 -3.029
Cl -7.581 -3.489 -1.820
C -7.015 -4.445 -0.427
C -7.350 -3.790 0.887
Cl -6.420 -2.291 1.158
H -5.944 -4.597 -0.535
H -7.507 -5.415 -0.492
H -7.101 -4.467 1.704
H -8.407 -3.543 0.955
Cl 9.255 6.631 -1.741
C 9.011 5.156 -0.772
C 8.271 4.088 -1.535
Cl 6.575 4.534 -1.841
H 8.481 5.434 0.136
H 9.999 4.789 -0.497
H 8.253 3.165 -0.953
H 8.741 3.882 -2.493
Cl 4.848 -4.013 3.213
C 3.425 -4.738 2.417
C 3.397 -6.237 2.556
Cl 4.699 -7.028 1.628
H 3.433 -4.434 1.374
H 2.542 -4.313 2.894
H 2.454 -6.620 2.169
H 3.494 -6.541 3.595
Cl -8.425 -7.670 -1.496
C -7.481 -9.181 -1.561
C -6.355 -9.189 -0.561
Cl -5.086 -8.007 -0.968
H -7.114 -9.302 -2.577
H -8.170 -9.997 -1.345
H -5.884 -10.171 -0.547
H -6.714 -8.964 0.441
Cl 2.180 4.881 -7.069
C 2.435 3.157 -7.442
C 1.951 2.259 -6.334
Cl 2.946 2.406 -4.863
H 3.494 3.009 -7.641
H 1.881 2.946 -8.356
H 2.007 1.220 -6.652
H 0.921 2.481 -6.063
Cl 1.060 4.787 -10.319
C 2.563 5.657 -10.707
C 3.264 5.074 -11.907
Cl 3.920 3.449 -11.574
H 3.199 5.635 -9.825
H 2.289 6.691 -10.907
H 4.106 5.706 -12.183
H 2.595 4.996 -12.760
Cl -8.120 1.732 -3.915
C -7.550 0.051 -4.076
C -6.273 -0.193 -3.312
Cl -4.890 0.673 -4.026
H -7.425 -0.162 -5.135
H -8.338 -0.591 -3.684
H -6.028 -1.254 -3.330
H -6.366 0.119 -2.274
*
```



In order of appearance, DFT total energy = -10032.05389; -1468.57762; -8975.66529 Eh.